Entry A
17
Properties=species:S:1:pos:R:3 method="wB97M-V/def2-TZVPD" smiles=CCO.CC gap_ev=11.241 homo_ev=-10.360 total_charge=0 lumo_energy_ha=0.0324
C -0.5847 2.1518 -0.0092
C -1.2161 2.4063 1.3516
H -1.1062 1.3403 -0.5179
H -0.6627 3.0278 -0.6485
H 0.4626 1.8349 0.0388
H -0.8241 3.2949 1.8434
H -1.0653 1.5669 2.0224
H -2.2944 2.5305 1.2579
C 0.7718 -1.5073 -0.3106
C 1.1114 -2.4734 -1.4248
O 0.6979 -2.1979 0.9579
H 1.4891 -0.7010 -0.1853
H -0.2038 -1.0747 -0.5425
H 1.4939 -1.9222 -2.2974
H -0.1606 -2.0607 1.3638
H 0.2193 -3.0128 -1.7393
H 1.8720 -3.2033 -1.1602

=====

Entry B
17
Properties=species:S:1:pos:R:3 method="wB97M-V/def2-TZVPD" smiles=CCO.CC gap_ev=11.309 homo_ev=-10.388 total_charge=0 lumo_energy_ha=0.0338
C 1.9786 1.4395 -1.1896
C 0.7528 2.0118 -1.8988
O 1.5392 0.9540 0.0997
H 2.4038 0.6184 -1.7651
H 2.7183 2.2258 -1.0361
H 0.9373 2.2409 -2.9481
H 1.9281 0.0721 0.2017
H 0.4184 2.8773 -1.3375
H -0.0273 1.2486 -1.9288
C -1.3029 -2.1828 0.9176
C -1.8542 -1.2692 2.0435
H -2.0768 -2.2497 0.1558
H -0.4309 -1.7090 0.4690
H -1.0583 -3.1851 1.2545
H -2.1221 -1.8656 2.9142
H -1.1041 -0.5396 2.3495
H -2.6998 -0.6874 1.6984

=====

Entry C
17
Properties=species:S:1:pos:R:3 method="wB97M-V/def2-TZVPD" smiles=CCO.CC gap_ev=11.364 homo_ev=-10.410 total_charge=0 lumo_energy_ha=0.0351
C -1.1298 1.1496 2.2356
C -2.1279 0.9054 1.0913
H -1.3288 2.0957 2.7340
H -0.1446 1.1880 1.7669
H -1.0778 0.3305 2.9509
H -1.6589 0.8978 0.1045
H -2.6751 -0.0304 1.1752
H -2.9138 1.6586 0.9450
C 1.6651 -0.7394 -1.3359
O 0.9447 0.4375 -1.6159
C 0.7958 -1.7766 -0.6336
H 1.8883 -1.1545 -2.3246
H 2.5859 -0.5322 -0.8012
H 0.6211 0.9505 -0.8827
H -0.1559 -1.9485 -1.1362
H 1.2544 -2.7519 -0.4928
H 0.5999 -1.4004 0.3793

=====

Entry D
17
Properties=species:S:1:pos:R:3 method="wB97M-V/def2-TZVPD" smiles=CCC.CO gap_ev=11.419 homo_ev=-10.509 total_charge=0 lumo_energy_ha=0.0335
C 0.9319 -0.5629 0.0698
C 2.2645 -1.1524 -0.3954
C 0.8558 -0.4914 1.5901
H 0.8721 0.4496 -0.3440
H 0.0219 -1.0725 -0.2414
H 2.6320 -1.8945 0.3107
H 3.0447 -0.3956 -0.1625
H 1.8159 -0.0847 1.9484
H 0.0322 0.1420 1.8942
H 2.2462 -1.4926 -1.4233
H 0.8853 -1.4603 2.0992
C -2.9154 1.3279 -1.1171
O -1.8496 0.8222 -0.3254
H -1.3828 1.4878 0.1914
H -3.8336 1.4031 -0.5392
H -2.7034 2.3023 -1.5674
H -2.9176 0.6719 -1.9880

=====

Stability comparison, relative energies in hartree: entry A 0.0000; entry B 0.0041; entry C 0.0071; entry D 0.0167

=====

Entry A
23
Properties=species:S:1:pos:R:3 method="wB97M-V/def2-TZVPD" gap_ev=8.501 homo_ev=-7.603 total_charge=0 lumo_energy_ha=0.0330
C 2.2006 -1.2128 0.8291
C 0.6382 -2.8546 0.0520
C -2.2316 0.9059 0.7437
C -1.2076 2.6399 -0.6642
N 1.0735 -1.4744 -0.0508
N -1.0926 1.3635 -0.0103
C -0.0858 0.4894 -0.3009
N 0.9009 0.9259 -1.1784
N -0.0434 -0.6380 0.3115
H 0.5772 1.4613 -1.9692
H 1.4811 0.1383 -1.4458
H 1.9825 -1.4669 1.8761
H 3.0494 -1.8075 0.4895
H 0.3482 -3.1296 1.0748
H -0.2197 -2.9948 -0.6032
H 1.4519 -3.5008 -0.2767
H 2.4577 -0.1560 0.7736
H -3.1153 0.8033 0.1041
H -1.9755 -0.0614 1.1667
H -2.4574 1.6114 1.5466
H -1.8591 3.2756 -0.0650
H -1.6418 2.5622 -1.6715
H -0.2313 3.1201 -0.7317

=====

Entry B
23
Properties=species:S:1:pos:R:3 method="wB97M-V/def2-TZVPD" gap_ev="7.139 / 7.133" homo_ev="-6.469 / -6.461" total_charge=0 lumo_energy_ha="0.0246 / 0.0247"
C -1.2034 -0.3143 0.0378
C -1.9451 0.9995 0.1143
C 1.5136 -0.5068 -1.7728
C 0.8008 0.3039 0.6709
C 1.2759 0.0678 -0.4506
N -1.4636 -1.1284 1.1793
N -1.3879 -1.0571 -1.1709
N 0.7497 0.6089 1.9861
N 3.1464 0.7688 0.0846
H -2.4360 -1.1249 1.4797
H -1.1221 -2.0728 1.0501
H -1.2054 -0.5074 -1.9996
H -2.3240 -1.4562 -1.2511
H 0.7158 1.5992 2.1929
H -0.0304 0.1139 2.4254
H 3.5579 0.0580 0.6906
H 3.0350 1.5981 0.6702
H -1.7509 1.5247 1.0493
H -1.6687 1.6452 -0.7186
H -3.0344 0.8356 0.0679
H 0.9961 -1.4586 -1.8911
H 2.5854 -0.6745 -1.8802
H 1.1952 0.1773 -2.5643

=====

Stability comparison, relative energies in hartree: entry A 0.0000; entry B 0.1603

=====

Entry A
10
Properties=species:S:1:pos:R:3 method="wB97M-V/def2-TZVPD" gap_ev=8.481 homo_ev=-8.908 total_charge=0 lumo_energy_ha=-0.0157
C -0.6922 0.1705 -1.1630
C 0.7846 1.3956 0.7990
H 0.6386 -1.5626 0.1226
H -0.6734 -2.4434 0.4503
H -1.3577 0.6105 -1.9005
H -0.1127 1.1110 1.3375
N -0.3598 -1.4752 0.3656
N -1.1271 -0.9105 -0.5924
S 0.8574 0.8867 -0.8460
S 2.0424 2.2174 1.4270

=====

Entry B
10
Properties=species:S:1:pos:R:3 method="wB97M-V/def2-TZVPD" smiles="[H]/N=C(/N)SC=S" gap_ev=8.365 homo_ev=-9.192 total_charge=0 lumo_energy_ha=-0.0304
C 0.6005 -0.1308 -0.5013
C -1.6341 0.3119 1.2586
H 2.3198 -0.6462 -1.4723
H 2.4898 -0.0296 0.1126
H -1.0604 0.2289 -1.4187
H -2.1669 -0.3494 0.5352
N 1.9110 -0.5467 -0.5161
N -0.1047 -0.1832 -1.5645
S 0.1219 0.1878 1.2137
S -2.4768 1.1572 2.3529

=====

Entry C
10
Properties=species:S:1:pos:R:3 method="wB97M-V/def2-TZVPD" gap_ev=9.275 homo_ev=-8.703 total_charge=0 lumo_energy_ha=0.0210
C 1.1834 0.9737 -0.0283
C -2.4570 -0.4200 0.0275
H 2.1604 -1.3494 0.2606
H 0.5913 1.9186 -0.0188
H -2.3898 -1.4998 -0.0089
H -3.4410 -0.0037 0.0894
N 2.4521 0.9324 -0.0644
N -1.4690 0.3798 -0.0485
S 3.3012 -0.5547 -0.0368
S 0.0684 -0.3768 -0.1719

=====

Stability comparison, relative energies in hartree: entry A 0.0390; entry B 0.0000; entry C 0.0458

=====

Entry A
16
Properties=species:S:1:pos:R:3 method="wB97M-V/def2-TZVPD" spin_multiplicity=2 gap_ev="3.272 / 7.184" homo_ev="-3.162 / -7.139" total_charge=0 lumo_energy_ha="0.0040 / 0.0017"
C 2.0254 -1.6475 0.4443
N 1.1877 -1.3481 -0.5118
H 2.9087 -1.0770 0.6508
H 1.8318 -2.5776 0.9249
H 0.0611 -0.0030 0.2513
H 1.7229 -0.7380 -1.1845
C -0.5458 2.0720 0.5322
N -0.7561 0.6192 0.3094
C -1.6531 0.0052 -0.7584
H -0.1021 2.3087 -0.4395
H -1.6346 2.4777 0.5521
H 0.0301 2.1834 1.3754
H -1.2967 0.2526 1.1581
H -1.0633 -0.3944 -1.5627
H -2.0415 0.7438 -1.3215
H -2.3968 -0.6525 -0.2960

=====

Entry B
16
Properties=species:S:1:pos:R:3 method="wB97M-V/def2-TZVPD" spin_multiplicity=2 gap_ev="2.218 / 9.980" homo_ev="-2.208 / -9.589" total_charge=0 lumo_energy_ha="0.0004 / 0.0144"
N -1.4720 -0.4041 0.8835
C -0.4123 0.3205 0.0283
C -0.5154 -0.1564 -1.4070
C 0.9422 0.0308 0.5909
N 2.1167 0.3481 -0.2648
H -1.3393 -0.1029 1.8686
H -1.3054 -1.3752 0.8372
H -2.3897 -0.3802 0.5978
H -0.7376 1.4028 0.1286
H -0.3076 -1.2275 -1.3962
H 0.0672 0.4615 -2.0754
H -1.5624 -0.3198 -1.5793
H 1.0569 0.6175 1.4877
H 0.9628 -1.0415 0.7636
H 2.9544 0.6532 0.3772
H 1.9415 1.1734 -0.8407

=====

Stability comparison, relative energies in hartree: entry A 0.0111; entry B 0.0000

=====

Entry A
15
Properties=species:S:1:pos:R:3 method="wB97M-V/def2-TZVPD" smiles=CCO.O.O gap_ev=10.695 homo_ev=-10.022 total_charge=0 lumo_energy_ha=0.0247
C -0.8347 -0.7323 -0.5899
O -1.0121 -0.6381 0.8423
C 0.4373 -0.0788 -1.2155
H -1.7529 -0.3101 -1.0962
H -0.8087 -1.7919 -0.8943
H -1.9417 -0.5956 1.0791
H 1.1471 0.1361 -0.4070
H 0.2264 0.8100 -1.7941
H 0.8723 -0.8275 -1.8344
H -3.9884 2.0758 0.9338
H -4.5086 2.1346 2.3191
O -3.7369 1.8262 1.8304
H 4.7841 -1.2564 0.2012
H 5.8508 -0.1949 -0.0248
O 5.2660 -0.5570 0.6502

=====

Entry B
15
Properties=species:S:1:pos:R:3 method="wB97M-V/def2-TZVPD" smiles=CCO.O.O gap_ev=11.240 homo_ev=-10.461 total_charge=0 lumo_energy_ha=0.0286
C -1.8682 -0.1306 -0.2642
O -0.7415 -0.1507 0.6127
C -1.3208 -0.3716 -1.6699
H -2.4418 -1.0417 -0.0131
H -2.4803 0.7557 -0.0962
H -0.2591 -0.9757 0.6153
H -2.0455 0.1243 -2.3502
H -0.3431 0.0106 -1.8736
H -1.2015 -1.4320 -1.9567
H 2.8805 0.0492 1.0574
H 3.0367 -0.0314 -0.3996
O 3.0076 -0.6256 0.3559
H 1.2399 1.4327 2.7615
H 0.8877 1.1506 1.3143
O 1.6494 1.2360 1.9064

=====

Entry C
15
Properties=species:S:1:pos:R:3 method="wB97M-V/def2-TZVPD" smiles=CCO.O.O gap_ev=10.782 homo_ev=-10.305 total_charge=0 lumo_energy_ha=0.0175
C -1.0959 0.6322 -0.1809
O -0.8326 -0.2874 0.9113
C -0.1765 -0.0653 -1.2821
H -2.1403 0.6817 -0.2249
H -0.6991 1.6886 -0.0023
H -1.7084 -0.6444 1.2805
H 0.1465 1.0046 -1.5930
H 0.4009 -0.7942 -0.7876
H -0.6797 -0.5486 -2.1933
H 0.0323 -2.5637 0.7031
H 1.4485 -2.4742 1.1402
O 0.7717 -3.1159 0.6964
H 1.3241 2.6495 1.1352
H 1.6715 1.4164 0.2391
O 1.5370 2.4208 0.1583

=====

Entry D
15
Properties=species:S:1:pos:R:3 method="wB97M-V/def2-TZVPD" smiles=CCO.O.O gap_ev=10.844 homo_ev=-10.248 total_charge=0 lumo_energy_ha=0.0219
O 9.3857 -18.3425 0.0905
H 10.3343 -18.1982 0.1415
H 9.2850 -19.2092 -0.3125
O 6.7935 -16.4834 0.7000
H 7.4278 -17.1971 0.8294
H 7.0092 -16.1358 -0.1695
C 7.8933 -13.1958 -0.0531
C 6.6874 -12.4779 -0.5928
O 6.9589 -12.0114 -1.9228
H 8.2535 -13.9487 -0.7536
H 7.6959 -13.6670 0.9091
H 8.6948 -12.4636 0.0819
H 6.4573 -11.6381 0.0665
H 5.8145 -13.1324 -0.6338
H 6.8137 -11.0646 -1.9661

=====

Stability comparison, relative energies in hartree: entry A 0.0168; entry B 0.0045; entry C 0.0638; entry D 0.0000

=====

Entry A
16
Properties=species:S:1:pos:R:3 method="wB97M-V/def2-TZVPD" gap_ev=8.673 homo_ev=-8.080 total_charge=0 lumo_energy_ha=0.0218
C -1.6309 -1.2800 -0.0274
C -0.3389 -0.6681 0.0526
C 1.7640 -0.3300 0.1424
C 1.2284 1.1264 -0.0974
H -1.8785 -1.1953 1.2456
H -1.5019 -2.3009 -0.0029
H -2.3573 -0.6310 -0.6119
H 2.1766 -0.4551 1.4830
H 2.7261 -0.6260 -0.6602
H 1.5942 1.6098 -1.1169
H 1.5905 1.5130 0.8620
H -1.1776 2.4272 0.8507
H -1.7283 1.8417 -0.9039
N 0.7544 -1.4760 -0.1812
N -0.3240 0.6581 -0.1652
N -1.2275 1.4931 0.1226

=====

Entry B
16
Properties=species:S:1:pos:R:3 method="wB97M-V/def2-TZVPD" gap_ev=8.435 homo_ev=-8.924 total_charge=0 lumo_energy_ha=-0.0180
C 1.6884 -0.2942 1.3948
C 1.0760 0.6526 0.4405
C 1.3652 1.2120 -0.6873
H -0.2378 0.6106 0.4846
H 1.7243 0.1443 2.3930
H 1.0842 -1.2017 1.4564
H 2.7015 -0.5622 1.0871
H 2.3046 1.2420 -1.2163
H 0.4230 1.5491 -1.2786
C -1.9457 -0.7507 -0.2539
N -1.4987 0.5590 -0.2781
N -1.3186 1.2574 -1.3383
N -1.3860 -1.6669 0.4114
H -1.2098 0.6595 -2.1775
H -1.9175 -2.5356 0.4279
H -2.8532 -0.8753 -0.8657

=====

Stability comparison, relative energies in hartree: entry A 0.0742; entry B 0.0000